Density functional theory data (wB97M-V/def2-TZVPD) for a gas-phase ion, C3H10N2S (charge +1) at a distorted geometry.

CARTESIAN COORDINATES (ANGSTROEM)
H: 1.635 -0.420 -0.774
H: -0.351 1.202 -1.411
H: -2.507 -0.676 -1.574
C: -0.282 -0.421 0.058
H: 1.671 0.430 1.958
H: -0.469 -1.346 -0.455
H: -0.927 1.669 0.087
H: 3.679 -0.158 0.195
S: -2.668 0.510 -0.964
H: 3.728 -1.354 1.370
C: -0.950 0.814 -0.584
H: 1.589 -1.269 1.842
H: -0.526 -0.458 1.100
N: 3.331 -0.487 1.078
N: 1.142 -0.211 0.093
C: 1.932 -0.414 1.280

Calculated values
Spin multiplicity ... 2
HOMO level (alpha / beta) ... -13.0 / -13.0 eV
Gap between HOMO and LUMO (alpha / beta) ... 9.8 / 5.0 eV
ΔE to the lowest compared entry with this formula, charge and spin ... 37.5 kcal/mol
LUMO (alpha / beta) ... -3.20 / -7.99 eV
Net charge ... +1